No. 1
Density functional theory data (wB97M-V/def2-TZVPD) for a gas-phase ion, C3H9N2S (charge -1) at a distorted geometry.

Properties
**Structure (SMILES)**: NCNCC[S-]
**Total charge**: -1
**E**: -17071.399 eV
**Energy above the lowest of the compared OMol25 structures with the same formula, charge and spin**: 2.127 eV
**Highest occupied orbital energy**: -2.40 eV
**Lowest unoccupied orbital energy**: 0.1369 hartree

Each line ends with the natural charge from an NBO analysis.
Geometry (Å):
1 N -0.250 -2.428 0.921  -0.883
2 C -0.373 -1.673 -0.433  -0.042
3 N 0.201 -0.424 -0.609  -0.685
4 C -0.266 0.989 -0.408  -0.243
5 C 0.490 2.043 0.409  -0.549
6 S -0.241 3.699 0.137  -0.703
7 H 0.498 -3.070 0.725  0.341
8 H 0.004 -1.639 1.591  0.365
9 H -0.070 -2.293 -1.209  0.159
10 H -1.436 -1.481 -0.689  0.170
11 H 1.136 -0.165 -0.629  0.361
12 H -1.287 1.018 -0.020  0.190
13 H -0.261 1.564 -1.451  0.175
14 H 1.557 1.869 0.182  0.151
15 H 0.300 1.990 1.483  0.192

Cartesian forces, eV/Å:
N -0.446 2.566 -1.004
C -2.203 0.924 1.647
N 0.146 3.402 0.551
C -2.191 1.116 -2.058
C -0.049 -0.610 0.638
S 0.411 0.024 -0.516
H 0.662 0.011 0.795
H 0.021 -1.840 -0.981
H 0.938 -1.696 -1.172
H 0.157 -0.369 0.679
H 2.596 -1.602 -0.206
H -0.160 -0.177 -0.353
H -0.396 -1.505 1.686
H 0.016 0.674 0.193
H 0.497 -0.918 0.102



No. 2
Density functional theory data (wB97M-V/def2-TZVPD) for a molecular structure, C28H48Cl16FN3S at a distorted geometry.

Properties
**Total charge**: 0
**E**: -248198.439 eV
**Highest occupied orbital energy**: -7.92 eV
**Lowest unoccupied orbital energy**: 0.0118 hartree

Each line ends with the Löwdin charge.
Geometry (Å):
1 C 3.117 -2.548 1.871  -0.080
2 C 3.808 -2.510 0.511  -0.258
3 N 3.863 -1.178 -0.126  -0.001
4 C 2.767 -0.329 0.246  -0.189
5 C 1.497 -0.417 -0.273  -0.124
6 C 1.187 -1.410 -1.355  -0.032
7 C 0.481 0.500 0.226  -0.168
8 C -0.908 0.355 -0.361  -0.166
9 C -1.580 -0.957 0.067  -0.155
10 C -2.390 -0.824 1.363  -0.200
11 F -3.736 -1.081 1.137  -0.061
12 C 0.777 1.456 1.146  -0.016
13 C 2.090 1.610 1.681  -0.398
14 N 2.542 2.493 2.570  -0.217
15 S 4.107 2.113 2.760  0.979
16 N 4.262 0.879 1.769  -0.229
17 C 3.059 0.687 1.205  -0.313
18 H 2.038 -2.658 1.795  0.056
19 H 3.389 -1.714 2.512  0.070
20 H 3.466 -3.447 2.383  0.073
21 H 3.269 -3.211 -0.144  0.082
22 H 4.819 -2.896 0.639  0.103
23 H 3.903 -1.304 -1.128  0.003
24 H 0.641 -2.295 -1.039  0.036
25 H 2.083 -1.755 -1.852  0.032
26 H 0.591 -0.918 -2.124  0.066
27 H -1.527 1.219 -0.130  0.084
28 H -0.761 0.341 -1.440  0.098
29 H -0.865 -1.763 0.162  0.047
30 H -2.315 -1.236 -0.691  0.112
31 H -2.278 0.198 1.725  0.100
32 H -2.041 -1.543 2.105  0.077
33 H -0.008 2.128 1.478  0.112
34 Cl -0.533 -4.622 -2.102  0.546
35 C 0.464 -5.496 -0.911  -0.646
36 C -0.333 -5.843 0.320  -0.650
37 Cl -0.751 -4.368 1.217  0.585
38 H 1.323 -4.874 -0.668  0.053
39 H 0.824 -6.403 -1.394  0.075
40 H 0.251 -6.478 0.984  0.074
41 H -1.254 -6.365 0.071  0.068
42 Cl -0.137 -4.309 -6.439  0.532
43 C -1.781 -3.621 -6.398  -0.663
44 C -1.796 -2.219 -5.846  -0.655
45 Cl -1.402 -2.183 -4.110  0.541
46 H -2.407 -4.286 -5.808  0.068
47 H -2.149 -3.615 -7.423  0.071
48 H -2.791 -1.792 -5.957  0.073
49 H -1.086 -1.580 -6.364  0.069
50 Cl -2.216 4.319 -1.464  0.541
51 C -3.927 4.138 -1.926  -0.645
52 C -4.515 2.888 -1.323  -0.654
53 Cl -3.770 1.435 -2.029  0.584
54 H -3.981 4.122 -3.011  0.070
55 H -4.463 5.016 -1.567  0.074
56 H -5.586 2.839 -1.513  0.072
57 H -4.354 2.856 -0.248  0.068
58 Cl 4.199 0.510 -4.227  0.548
59 C 5.593 -0.589 -4.375  -0.661
60 C 5.163 -2.025 -4.528  -0.635
61 Cl 4.415 -2.646 -3.034  0.624
62 H 6.221 -0.454 -3.498  0.071
63 H 6.155 -0.280 -5.255  0.072
64 H 6.028 -2.652 -4.738  0.074
65 H 4.445 -2.144 -5.335  0.070
66 Cl 0.249 1.252 5.188  0.573
67 C -1.374 0.755 4.708  -0.680
68 C -1.870 -0.492 5.385  -0.679
69 Cl -0.937 -1.916 4.855  0.566
70 H -1.351 0.623 3.629  0.031
71 H -2.047 1.580 4.942  0.079
72 H -2.908 -0.656 5.102  0.062
73 H -1.814 -0.439 6.465  0.027
74 Cl -3.484 -4.432 8.981  0.542
75 C -4.546 -3.873 7.664  -0.663
76 C -3.956 -2.706 6.916  -0.659
77 Cl -3.903 -1.227 7.915  0.569
78 H -5.511 -3.622 8.096  0.067
79 H -4.677 -4.712 6.982  0.074
80 H -4.571 -2.482 6.045  0.079
81 H -2.945 -2.920 6.579  0.034
82 Cl 1.958 3.460 -1.386  0.568
83 C 2.285 4.762 -2.551  -0.651
84 C 1.039 5.200 -3.274  -0.677
85 Cl 0.431 3.941 -4.383  0.531
86 H 3.041 4.407 -3.248  0.065
87 H 2.700 5.597 -1.987  0.071
88 H 1.254 6.079 -3.880  0.074
89 H 0.242 5.445 -2.578  -0.016
90 Cl -1.251 7.548 -1.373  0.544
91 C -0.955 7.782 0.367  -0.648
92 C 0.357 7.183 0.808  -0.644
93 Cl 0.354 5.398 0.753  0.542
94 H -1.790 7.345 0.910  0.068
95 H -0.948 8.856 0.545  0.071
96 H 0.549 7.466 1.842  0.073
97 H 1.183 7.534 0.194  0.067

Cartesian forces, eV/Å:
C 0.291 -0.531 0.097
C -0.211 -0.002 -0.035
N -0.427 -0.009 0.459
C 0.020 -0.192 -0.581
C 0.589 0.278 0.671
C -0.046 0.301 -0.269
C 0.091 -0.274 -0.341
C 0.782 -0.284 0.079
C -0.866 0.458 0.063
C 0.853 -0.172 -0.358
F -0.204 0.103 0.031
C -0.524 0.580 0.429
C -0.700 -0.660 -0.762
N 0.416 -0.174 0.006
S -0.271 0.401 0.231
N -0.032 -0.141 -0.157
C 0.640 0.000 0.379
H -0.125 0.353 -0.017
H -0.075 0.181 -0.055
H -0.014 -0.051 0.038
H 0.080 -0.117 -0.027
H 0.145 0.113 -0.177
H -0.016 0.226 0.087
H -0.080 0.010 0.184
H 0.222 -0.040 -0.033
H -0.085 -0.157 -0.101
H -0.056 0.050 0.061
H -0.288 0.143 -0.131
H 0.063 -0.082 -0.057
H 0.076 -0.176 -0.103
H -0.276 0.013 0.267
H -0.116 0.105 0.194
H 0.023 0.054 -0.001
Cl 0.100 -0.082 0.001
C 0.033 -0.171 -0.139
C 0.127 -0.124 -0.003
Cl -0.109 0.081 0.250
H -0.054 0.066 0.033
H -0.063 -0.016 0.002
H 0.066 0.077 0.000
H -0.036 0.098 -0.052
Cl 0.003 -0.016 0.023
C -0.079 -0.026 -0.077
C -0.068 0.104 -0.044
Cl -0.004 0.100 -0.009
H 0.056 -0.003 0.057
H 0.030 0.036 -0.009
H -0.021 -0.050 0.013
H 0.056 -0.033 0.036
Cl -0.071 -0.113 0.030
C -0.013 0.077 -0.014
C -0.077 0.034 0.029
Cl -0.093 -0.164 -0.049
H 0.040 -0.068 -0.003
H 0.041 -0.012 0.072
H 0.024 0.002 -0.084
H 0.058 -0.010 -0.003
Cl -0.019 0.002 0.058
C 0.082 0.065 -0.046
C 0.066 0.005 -0.122
Cl 0.035 -0.264 -0.146
H -0.057 -0.008 0.042
H -0.036 -0.022 -0.031
H 0.026 0.018 0.070
H -0.068 0.033 0.057
Cl 0.313 -0.002 0.193
C -0.342 0.227 -0.267
C 0.083 0.064 -0.131
Cl 0.054 -0.200 0.001
H -0.021 -0.020 0.026
H -0.001 -0.023 0.028
H 0.009 -0.028 -0.052
H 0.139 0.057 0.022
Cl -0.009 0.011 0.020
C -0.076 -0.060 -0.034
C -0.023 -0.020 -0.095
Cl -0.131 -0.061 0.140
H 0.032 0.034 0.048
H 0.048 0.013 -0.025
H -0.044 -0.003 0.036
H 0.046 0.008 0.059
Cl 0.102 -0.308 -0.122
C 0.102 0.041 0.011
C -0.009 0.126 -0.019
Cl -0.017 -0.015 0.003
H -0.017 -0.055 0.002
H -0.081 0.025 0.003
H 0.033 -0.025 -0.014
H -0.043 -0.080 0.030
Cl 0.024 0.186 -0.079
C 0.018 0.054 0.120
C -0.004 -0.065 0.176
Cl -0.041 0.296 0.015
H 0.007 -0.077 -0.052
H 0.051 -0.001 -0.008
H -0.024 0.004 0.008
H -0.032 -0.025 -0.056



No. 3
Density functional theory data (wB97M-V/def2-TZVPD) for a molecular structure, C12H17BBeN6S3.

Properties
**Total charge**: 0
**E**: -55249.414 eV
**Energy above the lowest of the compared OMol25 structures with the same formula, charge and spin**: 0.058 eV
**Highest occupied orbital energy**: -8.14 eV
**Lowest unoccupied orbital energy**: 0.0093 hartree

Each line ends with the natural charge from an NBO analysis.
Geometry (Å):
1 Be 0.183 -0.645 -0.016  1.378
2 C -3.430 -0.135 1.231  -0.407
3 N -3.359 -0.453 -0.187  -0.345
4 C -4.126 0.111 -1.184  -0.081
5 C -3.705 -0.435 -2.346  -0.041
6 N -2.693 -1.324 -2.062  -0.500
7 B -1.934 -2.159 -3.119  0.192
8 N -0.453 -1.609 -3.366  -0.457
9 C 0.320 -2.272 -4.292  -0.038
10 C 1.519 -1.653 -4.375  -0.095
11 N 1.475 -0.606 -3.483  -0.350
12 C 2.541 0.350 -3.242  -0.402
13 C 0.264 -0.595 -2.876  0.288
14 S -0.142 0.596 -1.677  -0.447
15 C -2.488 -1.315 -0.740  0.323
16 S -1.270 -2.176 0.129  -0.423
17 H -4.336 0.442 1.401  0.208
18 H -2.555 0.436 1.535  0.234
19 H -3.462 -1.054 1.810  0.232
20 H -4.894 0.833 -0.973  0.225
21 H -4.040 -0.281 -3.355  0.234
22 H -2.524 -2.045 -4.168  -0.051
23 H -1.821 -3.304 -2.767  -0.030
24 H -0.059 -3.130 -4.816  0.236
25 H 2.383 -1.849 -4.984  0.225
26 H 3.433 -0.006 -3.753  0.207
27 H 2.729 0.434 -2.173  0.229
28 H 2.271 1.332 -3.623  0.223
29 S 0.451 0.586 1.655  -0.423
30 C 1.177 -0.660 2.547  0.076
31 N 1.660 -1.530 3.137  -0.447
32 C 4.198 -3.051 1.479  -0.591
33 C 3.911 -2.846 -0.012  -0.515
34 C 2.667 -2.096 -0.173  0.494
35 N 1.656 -1.566 -0.185  -0.565
36 H 5.137 -3.590 1.593  0.219
37 H 3.401 -3.622 1.950  0.240
38 H 4.271 -2.097 1.996  0.238
39 H 3.788 -3.793 -0.540  0.258
40 H 4.709 -2.295 -0.512  0.252

Cartesian forces, eV/Å:
Be -0.062 -0.170 -0.108
C -0.011 -0.020 -0.068
N -0.030 0.040 0.092
C 0.010 -0.025 -0.026
C -0.017 -0.006 0.022
N 0.026 0.007 -0.037
B 0.026 0.000 -0.056
N -0.092 -0.057 0.018
C 0.043 0.033 0.008
C -0.033 -0.023 -0.017
N 0.098 0.057 -0.019
C -0.025 -0.043 -0.007
C -0.110 0.027 0.076
S 0.044 -0.034 -0.055
C 0.080 -0.010 -0.001
S -0.047 -0.035 -0.009
H 0.011 0.011 0.024
H 0.001 0.003 0.010
H -0.003 0.000 0.002
H -0.004 0.004 0.002
H -0.005 0.007 -0.005
H 0.028 0.009 0.046
H -0.009 0.028 0.003
H -0.006 -0.008 0.000
H 0.006 -0.008 0.001
H 0.010 0.009 0.011
H 0.006 0.007 -0.004
H -0.008 0.004 0.010
S 0.261 -0.209 0.205
C -0.339 0.261 -0.016
N 0.120 0.006 -0.034
C 0.094 -0.050 0.029
C -0.129 0.126 -0.084
C 0.023 -0.326 0.195
N 0.062 0.359 -0.254
H 0.005 -0.010 -0.025
H -0.007 0.043 0.014
H -0.027 -0.017 0.009
H 0.001 -0.013 0.019
H 0.009 0.023 0.031